(1)
Density functional theory data (ωB97M-V/def2-TZVPD) for a structure of composition C15H24BF4LiO7 in a non-equilibrium geometry.

```
! RIJCOSX wB97M-V def2-TZVPD def2/J DEFGRID3
* xyz 0 1
Li 1.07337 -2.77129 1.59381
B 0.58637 -0.77329 -0.68019
F 1.39737 -1.58029 -0.01319
F -0.32563 -0.04929 0.18581
F 1.39437 0.13471 -1.35519
F -0.22363 -1.36129 -1.67519
C -2.06363 -1.81929 2.63781
O -0.66763 -1.65929 2.19281
H -2.80563 -2.38429 2.08881
H -2.63563 -0.90029 2.97881
H -2.07163 -2.38829 3.69881
H -0.57463 -0.97229 1.61581
C 1.88837 -5.52929 0.37181
O 1.03337 -4.34029 0.24781
H 1.70437 -6.10529 1.32781
H 2.83237 -4.97829 0.69181
H 2.09437 -6.08429 -0.56819
H 0.59837 -4.47229 -0.54419
C 0.53337 2.55071 0.87381
O 1.52037 1.73371 1.29881
H -0.55463 2.15371 1.27681
H 0.53437 2.55071 -0.24819
H 0.66737 3.54071 1.22381
H 1.22637 0.86671 1.07381
C 4.39737 4.10971 1.43081
C 4.75837 5.32171 2.13881
C 4.65337 6.65771 1.64381
C 4.04937 6.78371 0.41181
C 3.67537 5.60071 -0.39019
C 3.87937 4.27071 0.12481
O 3.50937 3.17471 -0.43219
O 4.89937 7.57271 2.51281
H 4.27237 3.12171 1.93981
H 5.29437 5.09971 3.14081
H 3.52337 7.89471 0.05981
H 3.07837 5.56171 -1.38419
H 2.84137 2.47271 -0.20219
H 4.55637 8.43571 2.00881
C -5.98263 -2.81029 -2.33119
C -5.14763 -1.77529 -1.96319
C -3.79863 -1.77229 -2.13919
C -3.21163 -3.07729 -2.52719
C -4.08463 -4.11329 -2.75519
C -5.43263 -4.05829 -2.74619
O -6.15763 -5.20529 -3.02119
O -2.95963 -0.74129 -1.79819
H -7.12863 -2.74529 -2.14819
H -5.66463 -0.83029 -1.58419
H -2.06163 -3.12729 -2.56919
H -3.69163 -5.00729 -3.12619
H -7.12663 -5.03629 -2.82319
H -2.10163 -1.14029 -1.76519
*
```

Summary:
maximum force = 6.30 eV/Å
energy above the lowest of the compared OMol25 structures with the same formula, charge and spin = 0.0 kJ/mol
Kohn-Sham gap = 6.41 eV
lowest unoccupied orbital energy = -0.91 eV
calculated total energy = -1544.57968 Eh

Population analysis type Löwdin, resulting atomic charges in e: Li 0.806; B -1.283; F 0.174; F 0.064; F 0.150; F 0.116; C -0.102; O -0.148; H 0.064; H 0.096; H 0.117; H -0.034; C -0.087; O -0.172; H 0.096; H 0.092; H 0.103; H 0.043; C -0.207; O -0.111; H 0.134; H 0.098; H 0.065; H 0.032; C -0.004; C -0.012; C -0.483; C -0.052; C -0.005; C -0.427; O 0.031; O 0.042; H 0.123; H 0.130; H 0.168; H 0.131; H 0.123; H 0.179; C -0.034; C -0.070; C -0.296; C 0.017; C -0.078; C -0.338; O 0.016; O 0.054; H 0.138; H 0.141; H 0.133; H 0.100; H 0.129; H 0.036



(2)
Density functional theory data (ωB97M-V/def2-TZVPD) for the molecule C6H9NS2 in a non-equilibrium geometry.

```
! RIJCOSX wB97M-V def2-TZVPD def2/J DEFGRID3
* xyz 0 1
C -0.59673 -0.11513 0.58582
C 0.73181 1.49397 -0.59411
C 0.02059 1.05039 0.58642
C -0.27638 -1.33946 -0.81425
C -0.18074 2.10671 1.62539
C 0.78080 -2.30835 -0.41825
N 0.84214 0.99153 -1.77395
S 0.16055 -0.33230 -2.33821
S -1.80230 -2.35406 -0.91548
H -1.35249 -0.12873 1.43460
H 1.31640 2.44315 -0.44784
H -1.11526 2.02825 2.24944
H -0.08297 3.02224 1.12041
H 0.64479 2.10666 2.29391
H 1.42066 -1.80276 0.35636
H 1.48128 -2.40246 -1.20042
H 0.31746 -3.20468 -0.26529
H -2.30963 -1.25498 -1.48456
*
```

Summary:
maximum force = 4.19 eV/Å
SMILES = CC1=C[C@@](C)(S)SN=C1
energy above the lowest of the compared OMol25 structures with the same formula, charge and spin = 349.5 kJ/mol
Kohn-Sham gap = 8.86 eV
lowest unoccupied orbital energy = 0.36 eV
calculated total energy = -1085.02700 Eh

Population analysis type Löwdin, resulting atomic charges in e: C 0.025; C -0.223; C -0.363; C -0.943; C -0.058; C -0.201; N -0.372; S 0.909; S 0.723; H 0.114; H 0.125; H 0.107; H 0.052; H 0.072; H 0.111; H 0.051; H 0.007; H -0.136